Formula: C29H58O17S7
Source: OMol25
Level of theory: ωB97M-V with the def2-TZVPD basis set

Calculated values
M = 903.235 g mol⁻¹
HOMO-LUMO gap = 0.363 Eh
LUMO = 0.189 eV

CARTESIAN COORDINATES (ANGSTROEM)
C (6.566766, 1.663207, 6.306157)
C (6.080833, 0.899173, 4.971723)
O (6.190900, 1.475627, 3.884352)
O (5.600814, -0.421306, 5.167135)
C (4.178016, -0.525208, 4.897389)
C (3.267411, -0.603026, 6.205324)
C (2.942253, 0.810937, 6.879637)
O (3.049390, 1.944576, 5.989605)
S (1.555518, 2.409431, 5.369778)
O (1.842688, 3.671190, 4.576489)
O (0.999718, 1.298924, 4.202677)
H (7.092627, 2.629404, 6.035224)
H (7.354923, 0.980212, 6.768910)
H (5.651845, 1.808391, 6.969832)
H (4.039243, -1.529483, 4.353869)
H (3.797675, 0.263849, 4.164546)
H (2.284173, -1.088601, 5.897356)
H (3.790475, -1.252302, 6.982045)
H (1.914476, 0.722797, 7.391740)
H (3.696161, 0.970066, 7.726597)
H (0.934563, 0.454492, 4.713894)
C (-0.552230, 7.707785, 5.389235)
C (-0.199930, 8.792923, 6.411963)
C (0.612419, 8.128148, 7.525718)
S (1.442190, 6.733407, 6.771901)
O (0.920258, 5.517389, 7.347208)
O (2.859041, 7.008313, 6.705198)
C (0.738826, 6.936363, 5.145838)
H (-0.944486, 8.134802, 4.464381)
H (-1.314974, 7.041382, 5.804400)
H (0.403561, 9.566873, 5.927412)
H (-1.093293, 9.277125, 6.811977)
H (1.354804, 8.807784, 7.944194)
H (-0.032780, 7.748240, 8.319292)
H (0.579081, 5.961380, 4.686502)
H (1.440230, 7.523099, 4.549144)
C (4.916387, 1.722160, 0.097915)
C (3.724547, 1.854400, 1.047232)
C (2.472283, 1.437552, 0.272600)
S (3.018812, 0.273040, -0.971097)
O (2.809217, 0.860003, -2.276392)
O (2.534571, -1.048222, -0.634204)
C (4.756890, 0.367907, -0.580220)
H (5.867028, 1.795001, 0.628806)
H (4.883821, 2.521560, -0.649505)
H (3.866602, 1.188722, 1.904241)
H (3.627488, 2.870197, 1.434860)
H (1.739206, 0.956647, 0.920518)
H (2.016233, 2.287210, -0.237784)
H (5.348488, 0.270201, -1.490027)
H (4.988883, -0.446892, 0.108806)
C (6.276223, 3.473450, -4.947367)
C (4.832116, 3.974562, -4.871906)
C (4.720203, 4.866411, -3.633575)
S (6.350288, 5.556282, -3.364543)
O (6.867825, 5.041104, -2.117998)
O (6.324467, 6.969756, -3.663083)
C (7.151988, 4.696958, -4.707482)
H (6.493778, 3.007497, -5.910253)
H (6.450000, 2.728890, -4.163970)
H (4.602132, 4.558650, -5.768608)
H (4.119423, 3.148429, -4.827687)
H (4.005997, 5.676049, -3.783485)
H (4.447655, 4.289302, -2.748561)
H (8.175042, 4.445696, -4.429816)
H (7.149434, 5.359123, -5.575725)
C (1.313103, -3.902258, -3.145354)
C (0.762679, -2.509102, -3.455122)
C (-0.260934, -2.660297, -4.582901)
S (-0.924779, -4.315848, -4.437085)
O (-0.533105, -5.073910, -5.602852)
O (-2.299895, -4.241465, -3.992861)
C (0.098662, -4.818105, -3.064415)
H (1.886493, -3.913765, -2.216721)
H (1.973925, -4.227003, -3.955523)
H (0.272412, -2.105256, -2.564191)
H (1.556878, -1.814211, -3.734431)
H (-1.071313, -1.936813, -4.491002)
H (0.207996, -2.570183, -5.563877)
H (0.349575, -5.874441, -3.155091)
H (-0.465734, -4.642786, -2.146037)
C (-5.399084, -4.180106, -2.790428)
C (-6.844078, -3.679875, -2.717696)
C (-6.958853, -2.789278, -1.478992)
S (-5.329452, -2.099645, -1.206497)
O (-4.814112, -2.615020, 0.042197)
O (-5.354572, -0.684024, -1.503507)
C (-4.525019, -2.957630, -2.547992)
H (-5.178733, -4.644727, -3.753123)
H (-5.226567, -4.925349, -2.007169)
H (-7.072493, -3.095047, -3.614522)
H (-7.556734, -4.505874, -2.675961)
H (-7.673016, -1.979616, -1.629599)
H (-7.233049, -3.366955, -0.594871)
H (-3.503919, -3.208824, -2.269237)
H (-4.525895, -2.295171, -3.415840)
C (-9.535050, -8.681717, -4.648117)
C (-10.980125, -8.182980, -4.575759)
C (-11.096016, -7.290199, -3.338132)
S (-9.467925, -6.597753, -3.066823)
O (-8.951835, -7.109784, -1.818922)
O (-9.496416, -5.184462, -3.367037)
C (-8.662290, -7.456635, -4.407581)
H (-9.314809, -9.147920, -5.610166)
H (-9.361324, -9.425287, -3.863954)
H (-11.209416, -7.600038, -5.473290)
H (-11.691386, -9.010263, -4.532391)
H (-11.811319, -6.481855, -3.490155)
H (-11.369071, -7.866658, -2.453043)
H (-7.639163, -7.705798, -4.127807)
H (-8.664487, -6.795129, -5.276439)

Atomic forces in eV per Å
0.12 -1.35 -0.85
1.12 2.45 -0.71
-0.86 -2.43 2.65
-0.56 2.29 -0.20
-1.29 -1.42 -0.78
0.28 0.62 -0.44
0.42 -1.28 1.43
-1.06 -0.81 -0.77
0.13 3.65 -1.49
-0.57 -3.99 1.93
1.50 -0.08 1.35
-1.04 -1.16 0.20
-1.27 0.85 -0.19
1.46 -0.14 -0.74
0.29 1.44 0.82
0.75 -0.81 1.14
1.27 0.39 0.35
-0.82 0.73 -1.05
1.34 0.48 -0.85
-1.07 0.09 -1.30
-0.21 0.58 -0.64
-0.11 0.03 0.07
-0.10 0.17 -0.11
-0.31 0.46 0.26
0.40 0.09 -0.41
0.21 -0.02 0.13
-0.23 -0.33 0.26
-0.35 0.03 -0.41
0.02 -0.05 0.07
0.06 0.02 -0.06
-0.04 -0.08 0.03
0.09 -0.02 -0.02
0.04 -0.23 0.03
0.12 -0.08 -0.07
0.21 -0.03 0.15
0.03 -0.08 0.10
0.04 0.17 0.01
0.09 0.04 0.19
-0.20 0.34 0.40
0.15 -0.05 0.33
-0.12 -0.31 -0.02
-0.12 0.10 -0.46
0.45 0.10 0.06
-0.09 0.00 -0.05
0.07 -0.06 0.03
0.03 0.07 -0.07
-0.02 -0.12 0.01
-0.03 -0.02 -0.22
0.02 -0.15 -0.08
-0.17 -0.10 -0.02
-0.08 0.02 -0.08
-0.03 -0.13 0.03
-0.11 -0.10 -0.19
-0.52 -0.22 -0.10
0.04 0.25 -0.14
-0.06 0.26 -0.11
0.12 -0.23 0.37
0.19 -0.33 -0.33
0.00 0.03 0.09
0.03 0.05 -0.06
0.04 -0.03 0.07
0.04 0.09 0.03
0.16 0.03 0.17
0.11 0.09 -0.01
-0.06 0.17 0.10
0.00 0.02 0.12
0.16 0.04 -0.05
0.08 0.14 0.18
0.18 0.53 -0.04
0.10 0.02 0.15
-0.35 0.04 0.13
0.12 -0.27 -0.42
0.32 -0.13 0.32
-0.05 0.03 -0.07
-0.05 -0.04 0.07
0.09 -0.03 -0.06
-0.11 -0.02 0.07
-0.04 -0.18 -0.12
-0.12 -0.14 0.03
-0.19 0.03 -0.10
-0.03 -0.01 -0.10
-0.05 -0.07 0.03
0.01 -0.21 -0.10
-0.54 -0.18 -0.07
-0.02 0.01 -0.37
-0.01 0.33 -0.02
0.14 -0.10 0.41
0.18 -0.24 -0.15
0.07 0.05 0.10
0.04 0.05 -0.06
0.01 -0.05 0.06
0.18 0.35 0.02
0.15 0.02 0.17
0.12 0.10 -0.01
-0.11 0.17 0.05
0.02 0.00 0.11
-0.04 -0.16 0.04
-0.08 -0.06 -0.19
-0.55 -0.21 -0.10
-0.06 -0.04 -0.17
-0.02 0.37 -0.13
-0.06 -0.22 0.32
0.20 -0.29 -0.33
0.01 0.03 0.09
0.04 0.06 -0.07
0.03 -0.04 0.07
0.04 0.09 0.00
0.16 0.03 0.17
0.13 0.12 0.00
-0.06 0.17 0.10
0.00 0.02 0.11

Atomic partial charges in e from the Mulliken method, atoms 1 to 6: -0.77 0.74 -0.51 -0.38 0.33 -0.56